[1]
Entry from OMol25: a molecular structure, C19H19N5O7ReS at a distorted geometry (ωB97M-V/def2-TZVPD).

The geometry in XYZ format:
```
52
Properties=species:S:1:pos:R:3:forces:R:3:lowdin_charge:R:1
Re 0.40407 0.27690 0.81675 1.663 0.827 0.471 1.55
S 1.16889 2.46034 1.40742 -0.299 -1.642 -0.233 0.90
C -0.51307 2.89956 1.26393 -0.086 0.321 0.122 -0.68
C -1.12011 4.11848 1.45761 0.108 0.033 0.038 -0.02
C -2.50001 4.17065 1.29969 -0.035 -0.124 -0.054 0.02
C -3.18904 3.01726 0.94533 -0.056 0.068 0.018 0.00
C -2.49659 1.83620 0.75171 -0.237 -0.113 -0.094 -0.07
N -1.17349 1.78703 0.91860 0.379 -0.327 -0.387 -0.14
H -0.53516 4.98990 1.72102 -0.024 -0.034 0.026 0.14
H -3.03097 5.10065 1.44913 -0.007 0.018 -0.001 0.14
H -4.26181 3.02752 0.81315 0.025 0.005 -0.026 0.13
H -3.00565 0.93287 0.44626 0.054 -0.012 0.045 0.12
C 1.56077 -4.37328 1.26559 0.091 0.110 -0.089 -0.04
C 0.50631 -3.29208 1.22685 -0.110 -0.259 0.041 -0.24
O 1.11928 -1.99533 0.95732 -0.453 0.574 -0.031 -0.19
H 1.07969 -5.33049 1.46898 0.032 0.026 0.023 0.10
H 2.28833 -4.18538 2.05896 -0.035 -0.051 -0.005 0.10
H 2.08697 -4.45151 0.31388 -0.022 0.006 0.028 0.09
H -0.03288 -3.25035 2.17326 0.013 0.123 0.019 0.11
H -0.20422 -3.46574 0.42187 0.022 0.068 -0.027 0.11
H 1.95574 -1.93805 1.44109 0.176 0.086 -0.085 0.10
N -4.49370 -3.48256 1.51113 0.058 0.049 -0.038 0.20
C -3.48170 -2.63839 1.34631 0.017 0.020 0.009 -0.27
C -2.99662 -2.29547 0.05940 -0.086 -0.068 0.033 0.03
C -1.94260 -1.44453 -0.06544 0.081 0.132 -0.024 -0.12
N -1.31313 -0.87642 1.00203 -0.059 -0.181 0.244 -0.20
C -1.78277 -1.19325 2.24191 -0.016 0.158 0.016 -0.13
C -2.83118 -2.03135 2.45056 -0.123 -0.083 0.006 0.02
H -4.94158 -3.92290 0.72426 -0.028 0.004 -0.009 0.14
H -4.83952 -3.71597 2.42713 -0.005 -0.013 0.024 0.14
H -3.45798 -2.70547 -0.83015 0.044 0.029 0.013 0.14
H -1.58049 -1.17175 -1.04535 0.089 0.032 -0.138 0.10
H -1.27824 -0.73268 3.08052 0.047 0.020 -0.018 0.13
H -3.15993 -2.23533 3.46206 0.046 0.021 -0.033 0.14
O 4.57798 -0.03733 0.56583 -0.427 -0.238 0.208 0.20
C 3.49569 0.18787 0.12893 0.964 0.912 -0.817 -0.49
O 2.36262 0.08094 0.88020 -1.190 -0.145 0.243 -0.36
C 3.23137 0.76325 -1.24276 -0.233 -0.327 0.243 -0.11
C 3.94351 1.82563 -1.78176 0.117 0.136 0.145 0.11
C 3.45376 2.42390 -2.93135 0.044 0.029 0.005 -0.08
C 2.24006 2.08016 -3.50127 -0.114 0.101 -0.296 0.11
C 1.56945 1.01710 -2.93578 0.169 -0.034 0.255 -0.12
C 2.10893 0.29753 -1.89304 -0.098 -0.133 0.007 0.00
N 0.18472 0.69759 -3.26269 -0.735 -0.580 0.311 -0.31
O -0.25643 0.92263 -4.35019 0.140 0.154 0.044 0.18
O -0.48965 0.20415 -2.32327 0.479 0.339 -0.598 -0.02
N 4.22062 3.54814 -3.54005 -0.003 0.105 -0.131 -0.34
O 5.18136 3.94743 -2.91740 -0.311 -0.104 -0.247 0.12
O 3.81469 3.96186 -4.60812 0.199 -0.133 0.500 0.12
H 4.83917 2.20647 -1.30741 0.005 -0.004 -0.050 0.15
H 1.84460 2.63401 -4.34264 0.005 0.019 0.016 0.15
H 1.66996 -0.65037 -1.61996 -0.276 0.077 0.278 0.12
```
Forces are in eV/Å.

Properties
lowest unoccupied orbital energy (spin up / spin down) = -9.54 / -8.47 eV
gap between HOMO and LUMO (spin up / spin down) = 5.92 / 6.82 eV
spin multiplicity = 2
total charge = +2

=====

[2]
Entry from OMol25: a molecular structure, C19H20B2F4MgN6O5S4Se (ωB97M-V/def2-TZVPD).

The geometry in XYZ format:
```
62
Properties=species:S:1:pos:R:3:forces:R:3:lowdin_charge:R:1
Mg -0.44301 -0.42750 -0.18449 0.481 -0.239 0.639 0.57
C -4.59542 -1.32352 0.92900 -0.013 0.004 -0.015 0.01
C -3.26764 -0.72974 0.61113 0.046 0.123 0.045 -0.24
N -2.31724 -1.32284 0.01006 -0.070 -0.057 0.024 0.00
O -2.42767 -2.59160 -0.43910 0.051 0.031 -0.036 0.09
B -1.09044 -3.02538 -0.97604 -0.088 0.086 0.013 -1.01
F -0.07733 -2.43718 -0.07849 -0.140 -0.267 -0.232 0.00
F -1.03679 -4.37222 -1.00472 0.000 -0.024 -0.056 0.22
O -0.78329 -2.47231 -2.33430 -0.036 0.020 0.062 0.09
N -0.54022 -1.15048 -2.17777 0.046 -0.034 -0.141 0.02
C -0.08690 -0.44548 -3.13548 -0.008 0.141 0.040 -0.23
C 0.21011 -0.93790 -4.50898 -0.013 0.012 -0.015 0.01
C 0.18598 0.98769 -2.72433 -0.018 -0.119 0.005 -0.24
N 0.14030 1.14752 -1.46292 0.042 0.067 -0.165 0.01
O 0.33631 2.36837 -0.90000 -0.012 -0.018 0.054 0.10
B 0.24493 2.21239 0.57424 -0.071 -0.010 0.046 -1.05
F 0.82962 0.89834 0.88413 0.001 0.255 -0.021 0.02
F 0.91450 3.21109 1.21232 0.036 0.027 -0.030 0.20
O -1.14815 2.17441 1.12424 0.034 -0.051 -0.035 0.06
N -1.71347 1.00797 0.68745 -0.071 0.094 -0.049 0.01
C -2.87112 0.65740 1.07967 -0.009 -0.120 -0.029 -0.24
C -3.72652 1.44073 2.01103 -0.021 -0.018 0.005 0.01
C 0.48108 2.05087 -3.72339 0.001 0.003 -0.008 0.01
H -4.65270 -2.32802 0.51876 -0.002 0.000 0.000 0.09
H -5.40578 -0.71969 0.51757 0.002 0.002 -0.002 0.09
H -4.73169 -1.37317 2.01132 -0.007 0.007 -0.002 0.10
H -0.02928 -1.99500 -4.58009 -0.005 -0.002 -0.004 0.09
H 1.26854 -0.79386 -4.73724 -0.007 -0.001 -0.002 0.09
H -0.36461 -0.38562 -5.25446 0.000 0.001 0.002 0.09
H -3.42275 2.48410 2.01610 0.005 0.002 -0.001 0.09
H -3.60755 1.03655 3.02061 -0.007 0.003 0.001 0.10
H -4.77884 1.36241 1.74134 0.002 0.005 0.002 0.08
H 1.34409 1.77018 -4.32955 -0.002 -0.002 -0.005 0.09
H 0.68910 2.98921 -3.21708 -0.004 0.001 0.000 0.09
H -0.36709 2.18517 -4.39760 0.007 0.002 -0.003 0.10
O 5.89038 2.77005 1.66629 -0.007 -0.022 0.012 -0.01
C 5.23199 1.90549 1.17871 -0.016 0.027 -0.036 -0.97
S 5.01762 1.73073 -0.58546 -0.057 0.054 0.063 1.00
C 3.96608 0.34812 -0.57187 0.134 -0.060 0.069 -1.18
C 3.69840 -0.23782 0.79385 -0.082 0.186 0.037 -1.16
S 2.82101 -1.55764 1.05894 -0.005 -0.143 0.061 0.80
S 4.37021 0.66943 2.12124 0.039 0.016 0.009 1.01
S 3.39194 -0.26938 -1.94307 -0.154 -0.035 -0.117 0.75
C 2.16432 -1.83571 4.89594 -0.033 0.012 0.027 -0.04
N 1.67407 -0.50757 4.59180 0.055 -0.041 -0.084 -0.07
C 0.58153 -0.21718 3.84115 -0.016 -0.013 0.106 -0.73
Se -0.57273 -1.40918 3.05442 0.029 0.063 -0.061 0.73
N 0.51160 1.13050 3.76441 0.040 0.062 -0.135 0.14
C 1.60536 1.71508 4.38348 -0.071 0.006 0.037 -0.18
C 2.02223 3.03000 4.49930 0.019 -0.012 -0.048 0.00
C 3.19930 3.25307 5.19776 0.012 -0.016 0.009 -0.08
C 3.92327 2.20153 5.76740 -0.018 0.009 -0.003 -0.09
C 3.50045 0.88575 5.65011 0.040 0.003 -0.042 -0.03
C 2.33501 0.66657 4.93484 -0.040 -0.042 0.043 -0.20
H 1.46111 -2.55585 4.48682 0.007 -0.003 -0.003 0.04
H 2.23971 -1.96565 5.97556 -0.005 0.005 0.001 0.10
H 3.14236 -1.98347 4.43740 -0.001 0.001 -0.007 0.09
H -0.15499 1.59727 3.16601 -0.017 -0.004 -0.031 0.13
H 1.46886 3.83673 4.03949 -0.004 0.012 0.004 0.12
H 3.56834 4.26434 5.30104 0.004 0.001 -0.004 0.10
H 4.83654 2.41792 6.30477 0.000 0.006 0.003 0.10
H 4.06746 0.06910 6.07620 -0.004 0.001 0.008 0.11
```
Forces are in eV/Å.

Properties
lowest unoccupied orbital energy = -2.18 eV
gap between HOMO and LUMO = 5.55 eV

=====

[3]
Entry from OMol25: 3 unconnected molecules or ions with the total composition C19H20BrF6NO6 at a distorted geometry (ωB97M-V/def2-TZVPD).

The geometry in XYZ format:
```
53
Properties=species:S:1:pos:R:3:forces:R:3:lowdin_charge:R:1
C -2.68871 -0.75128 -0.83725 0.103 0.075 0.282 -0.14
C -3.00939 0.72776 -0.94105 0.305 -0.051 -0.226 -0.73
Br -4.85702 1.06499 -0.39325 -0.048 0.070 0.123 0.68
C -2.76455 1.31787 -2.34267 -0.029 0.070 -0.008 -0.19
C -2.21273 2.71594 -2.26739 -0.091 -0.047 0.010 -0.15
C -3.04826 3.82714 -2.16081 0.051 0.305 -0.028 -0.01
C -2.54252 5.12625 -2.05146 -0.161 -0.174 -0.004 -0.04
C -1.17695 5.36963 -2.04912 0.194 -0.096 -0.023 0.01
C -0.34767 4.26796 -2.14667 -0.189 -0.088 -0.105 -0.09
C -0.84801 2.97417 -2.24390 0.073 0.305 -0.018 -0.04
C 0.30931 2.04133 -2.28335 0.331 -0.187 -0.225 -0.36
O 0.31342 0.83754 -2.29233 -0.045 0.075 0.182 0.12
N 1.49433 2.83246 -2.32545 -0.845 0.382 0.896 0.18
C 1.13652 4.20770 -2.16656 0.205 -0.160 -0.301 -0.38
O 1.92691 5.10709 -2.10210 -0.033 0.002 0.210 0.13
H -1.68510 -0.90493 -1.24377 -0.083 -0.058 -0.058 0.08
H -2.66700 -1.05489 0.21087 -0.134 -0.055 -0.075 0.06
H -3.41124 -1.37410 -1.36429 0.045 0.048 -0.104 0.08
H -2.40323 1.27701 -0.22151 -0.093 -0.028 0.042 0.09
H -2.04901 0.67702 -2.85634 -0.018 0.005 0.001 0.11
H -3.68904 1.33400 -2.91945 -0.005 -0.122 0.013 0.11
H -4.12390 3.68754 -2.15984 0.071 -0.069 -0.009 0.11
H -3.23683 5.95339 -1.96869 0.020 -0.027 0.001 0.11
H -0.76162 6.36514 -1.96652 -0.046 0.004 -0.018 0.12
H 2.19121 2.54139 -1.64913 0.420 -0.210 -0.540 0.15
C 5.46428 0.59227 -0.91732 -0.116 0.143 0.083 -0.06
C 6.12546 -0.11833 0.24125 0.117 -0.140 -0.232 -0.19
O 5.84653 0.54807 1.49329 -0.007 0.013 0.049 0.03
C 4.67600 0.27879 2.04575 0.072 0.025 0.014 -0.41
O 3.82747 -0.45414 1.63363 -0.057 -0.029 -0.026 0.17
C 4.54747 1.03819 3.38546 -0.026 -0.048 -0.091 -0.56
F 4.93622 2.30894 3.26321 0.006 0.059 0.024 0.17
F 5.31663 0.44931 4.30976 0.034 -0.002 0.053 0.17
F 3.28993 1.01832 3.80790 -0.039 0.007 0.042 0.18
H 5.76969 1.63844 -0.94859 0.055 -0.019 -0.027 0.09
H 5.74900 0.11832 -1.85584 0.016 -0.016 -0.001 0.08
H 4.37878 0.55359 -0.83017 0.004 -0.075 -0.010 0.07
H 7.20894 -0.09369 0.15408 0.001 0.058 0.064 0.13
H 5.80712 -1.15740 0.31257 -0.074 0.026 0.050 0.13
C -1.05518 -5.16936 3.64318 -0.150 0.005 0.014 -0.06
C -0.96370 -5.10721 2.13558 0.263 -0.013 0.082 -0.19
O -2.26386 -5.27506 1.52442 -0.056 0.005 -0.027 0.03
C -3.02676 -4.19666 1.48307 0.025 -0.083 -0.062 -0.40
O -2.76381 -3.10355 1.88651 0.015 0.092 0.051 0.16
C -4.35454 -4.52286 0.76378 0.071 0.047 0.065 -0.55
F -4.87584 -5.67182 1.19913 -0.049 -0.041 0.000 0.17
F -4.13190 -4.63433 -0.55292 -0.010 -0.018 -0.062 0.16
F -5.23682 -3.55315 0.96082 -0.049 0.026 -0.013 0.18
H -1.52436 -6.10121 3.95910 0.046 -0.021 -0.004 0.08
H -0.05562 -5.11876 4.07381 0.017 -0.004 -0.009 0.08
H -1.63999 -4.33850 4.03538 0.033 0.027 -0.019 0.08
H -0.37027 -5.92810 1.74043 -0.065 -0.029 -0.028 0.13
H -0.52981 -4.16822 1.79481 -0.075 0.036 0.002 0.13
```
Forces are in eV/Å.

Properties
lowest unoccupied orbital energy = -0.47 eV
gap between HOMO and LUMO = 9.45 eV
structure (SMILES) = C[C@H](Br)Cc1cccc2c1C(=O)NC2=O.CCOC(=O)C(F)(F)F.CCOC(=O)C(F)(F)F